DFT (ωB97M-V with the def2-TZVPD basis set) results for a cluster of 4 separate species, C34H69BF5N5O16P3 in total.

Computed properties:
Total energy ... -4362.6020 Eh
HOMO energy ... -11.598 eV
LUMO ... -3.27 eV
Max |F| ... 7.21 eV/Å
Net charge ... +1

Cartesian coordinates (Å):
C: -0.30315 0.32682 5.88948
C: -0.67367 -0.59227 5.20078
C: -0.92974 -1.83220 4.45257
N: -0.24486 -1.97013 3.18149
C: -0.89564 -1.60731 2.04077
N: -1.91559 -2.30932 1.61174
C: -2.33150 -3.57390 2.24163
C: -3.55882 -3.46853 3.18269
C: -4.69487 -4.44586 2.79884
C: -6.01242 -3.73173 2.50383
C: -2.75284 -1.85399 0.50302
F: -3.78386 -2.70057 0.35670
F: -2.13707 -1.84711 -0.66762
C: -3.41661 -0.45378 0.70933
F: -2.78429 0.48431 0.00180
F: -3.48624 -0.14307 2.02020
N: -0.51350 -0.42943 1.40349
C: 0.98255 -0.20143 1.37181
C: 1.62172 -0.70739 0.03858
C: 0.75854 -1.59505 -0.86410
C: 1.57158 -2.14987 -2.04769
C: 0.70346 -3.25280 -2.67899
N: 1.17251 1.25231 1.26971
C: 0.28997 1.92348 0.29676
C: 1.09637 1.98070 2.49910
C: 2.21979 2.93443 2.75706
O: 0.19518 1.84112 3.29248
C: 1.72593 -0.80872 2.57534
C: 3.24875 -0.58935 2.56298
C: 3.76885 0.14347 3.79030
N: 4.93814 0.60922 3.85923
C: 1.21984 -2.21881 3.01540
C: 1.72244 -2.63110 4.39938
C: 3.16316 -3.15054 4.53497
C: 3.36889 -3.47085 6.02094
F: 4.71700 -3.41332 6.31743
O: 1.21696 -3.24330 2.04477
B: 2.26986 -3.72360 1.29996
O: 3.60355 -3.71791 1.63069
O: 1.88961 -4.32785 0.12102
H: -0.24805 1.07466 6.64412
H: -2.00178 -1.77560 4.24111
H: -0.86532 -2.67176 5.14182
H: -2.53081 -4.31894 1.47784
H: -1.50200 -3.98916 2.80381
H: -3.96448 -2.45745 3.18186
H: -3.24137 -3.73987 4.18607
H: -4.88006 -5.12116 3.63297
H: -4.45014 -5.07113 1.94024
H: -6.75142 -4.43764 2.12824
H: -5.90569 -2.95751 1.74352
H: -6.43400 -3.26004 3.39102
H: -4.43658 -0.49265 0.32732
H: -0.94089 0.27272 2.02320
H: 2.55758 -1.24335 0.21625
H: 1.91781 0.13811 -0.57663
H: 0.01368 -0.94450 -1.32265
H: 0.26657 -2.39141 -0.31196
H: 1.61565 -1.36348 -2.79933
H: 2.55486 -2.51033 -1.75079
H: 0.27636 -3.88356 -1.89991
H: 1.24049 -3.84392 -3.41642
H: -0.15444 -2.79653 -3.17510
H: 0.75065 2.85890 -0.01530
H: -0.64638 2.20809 0.79190
H: 0.01683 1.28843 -0.53750
H: 2.17784 3.32002 3.76878
H: 3.16464 2.43140 2.57170
H: 2.13916 3.72455 2.00783
H: 1.41065 -0.24573 3.45970
H: 3.48815 0.06773 1.72372
H: 3.84154 -1.49006 2.42300
H: 3.10299 0.30340 4.64157
H: 5.43810 0.39821 2.99228
H: 1.10551 -3.46975 4.72611
H: 1.64073 -1.79453 5.09102
H: 3.95191 -2.45183 4.28695
H: 3.23766 -4.10530 4.02620
H: 2.87639 -2.72877 6.65488
H: 2.97578 -4.45249 6.28699
H: 4.03631 -4.52806 1.34920
H: 2.59592 -4.22541 -0.52385
C: 6.54662 3.98017 0.26905
O: 5.77386 5.17512 0.09487
P: 4.33464 4.97366 -0.61008
O: 3.73963 3.74817 -0.05407
O: 4.96877 4.74635 -2.10478
C: 6.08278 5.52178 -2.56907
O: 3.05215 5.78248 -1.18897
C: 3.22865 7.10139 -1.75183
H: 7.57585 4.29932 0.41812
H: 6.20627 3.43885 1.14869
H: 6.48793 3.34102 -0.61071
H: 6.97969 4.90214 -2.57038
H: 6.26548 6.39919 -1.95151
H: 5.87381 5.84206 -3.58842
H: 3.71533 7.03084 -2.72482
H: 3.81074 7.74287 -1.09174
H: 2.24230 7.53656 -1.88117
C: 3.85928 -1.93147 -8.19499
O: 3.47130 -0.56293 -8.02860
P: 2.37891 -0.28180 -6.83940
O: 2.79626 -1.19665 -5.75698
O: 1.19103 -0.93074 -7.78681
C: 1.06830 -0.57882 -9.17116
O: 1.25029 0.60809 -6.03832
C: 0.60810 1.71826 -6.69745
H: 4.28718 -2.00785 -9.19322
H: 4.61107 -2.20205 -7.45824
H: 3.00096 -2.59629 -8.11501
H: 1.41114 -1.40994 -9.78783
H: 1.64575 0.30730 -9.42911
H: 0.01672 -0.39148 -9.38417
H: -0.10249 1.35399 -7.44074
H: 1.33401 2.37715 -7.17199
H: 0.06908 2.28197 -5.94111
C: -9.34445 4.51401 -0.18709
O: -8.29482 3.97962 -1.00902
P: -8.66262 2.61277 -1.78071
O: -10.02914 2.72651 -2.28993
O: -8.55793 1.64786 -0.45459
C: -7.55352 1.85867 0.53757
O: -7.96049 1.53424 -2.76930
C: -6.56241 1.23267 -2.62567
H: -8.86895 5.19807 0.51296
H: -10.05650 5.06002 -0.79968
H: -9.85422 3.72564 0.36425
H: -8.00765 2.29265 1.42907
H: -6.76239 2.52029 0.18597
H: -7.11952 0.89262 0.80121
H: -6.39963 0.62622 -1.73149
H: -5.95901 2.13926 -2.57314
H: -6.25847 0.66113 -3.49806

=====

DFT (ωB97M-V with the def2-TZVPD basis set) results for a structure of composition C34H69Br2N3O7P.

Computed properties:
Expectation value of S² ... 2.008
Total energy ... -7516.9256 Eh
HOMO energy (alpha / beta) ... -10.066 / -11.065 eV
LUMO (alpha / beta) ... -2.47 / -2.47 eV
Max |F| ... 1.80 eV/Å
Net charge ... +1
Multiplicity ... 3

Cartesian coordinates (Å):
C: 2.58148 -6.57382 2.61868
C: 2.76208 -5.87016 1.29068
O: 3.15241 -4.50621 1.52236
P: 3.63552 -3.71417 0.21777
O: 4.69096 -4.39874 -0.52951
C: 2.17589 -3.53706 -0.83159
C: 0.88307 -2.97815 -0.18816
C: -0.35037 -3.88461 -0.39591
C: -1.25079 -4.13658 0.83084
C: -2.39937 -5.05776 0.36587
Br: -3.61288 -5.49580 1.80542
C: -3.15810 -4.45085 -0.88112
C: -2.95978 -5.30584 -2.14035
Br: -5.07561 -4.20544 -0.57592
C: -0.38437 -4.75074 1.92854
O: -0.94371 -4.79041 3.22134
C: -1.57409 -3.61150 3.68365
C: -1.54746 -2.43547 2.72676
C: -0.28313 -1.60232 2.77164
O: -0.42437 -0.67542 1.73540
C: 0.62489 0.28960 1.63297
N: -1.82011 -2.81034 1.30124
O: 4.08862 -2.28784 0.72016
C: 3.57341 -1.72857 1.95132
C: 4.26321 -2.27090 3.19331
H: 1.62139 -6.33278 3.07170
H: 2.59997 -7.64423 2.43429
H: 3.37062 -6.29293 3.30679
H: 1.82514 -5.89129 0.72888
H: 3.50852 -6.38557 0.69306
H: 2.49969 -2.87461 -1.63083
H: 2.02723 -4.51500 -1.28094
H: 1.06256 -2.74405 0.85650
H: 0.69029 -2.02291 -0.67259
H: -0.92522 -3.45032 -1.20682
H: -0.01662 -4.85619 -0.75806
H: -1.94552 -5.98435 0.03791
H: -2.83131 -3.43628 -1.06144
H: -2.27151 -4.83039 -2.83335
H: -3.90673 -5.44814 -2.64524
H: -2.58602 -6.29086 -1.87687
H: 0.59319 -4.27059 1.98153
H: -0.20762 -5.78458 1.63799
H: -1.12929 -3.30358 4.62890
H: -2.61299 -3.85476 3.89979
H: -2.35572 -1.76770 3.01867
H: -0.24020 -1.12094 3.75246
H: 0.62120 -2.21482 2.68099
H: 0.18544 1.19929 1.23704
H: 1.08496 0.52256 2.58973
H: 1.34056 -0.05552 0.89176
H: -1.50868 -2.04536 0.69579
H: -2.83783 -2.85659 1.19192
H: 2.49461 -1.85352 2.01844
H: 3.75144 -0.66086 1.87508
H: 5.25871 -2.63729 2.97317
H: 3.66486 -3.04340 3.66594
H: 4.35088 -1.46342 3.91743
C: 4.20241 2.18822 -3.03585
C: 3.13459 1.18832 -2.56001
C: 3.00477 0.04171 -3.55955
C: 2.37760 0.48073 -4.87872
C: 1.03259 1.17173 -4.64931
C: 1.04396 2.27603 -3.58615
N: 1.80193 1.84566 -2.36505
O: 1.06736 1.13208 -1.58062
C: 1.63726 3.57409 -4.16225
C: -0.39265 2.62338 -3.21152
C: 3.63014 0.65603 -1.22157
H: 5.18933 1.73961 -2.92708
H: 4.11250 2.46490 -4.08141
H: 4.18021 3.09827 -2.43570
H: 2.38952 -0.75132 -3.11855
H: 3.99231 -0.39025 -3.73269
H: 3.05606 1.13932 -5.42566
H: 2.22835 -0.39139 -5.51746
H: 0.68025 1.60391 -5.58715
H: 0.29643 0.41361 -4.36173
H: 1.73594 4.32795 -3.38066
H: 0.96939 3.97362 -4.92396
H: 2.60542 3.44842 -4.63904
H: -0.96352 1.75121 -2.89668
H: -0.88942 3.04564 -4.08382
H: -0.43230 3.36528 -2.41297
H: 3.70201 1.45975 -0.48574
H: 4.62081 0.22260 -1.35233
H: 2.97896 -0.12149 -0.82476
C: -4.30644 3.94035 1.75981
C: -2.89067 4.12766 1.18444
C: -1.95636 4.64735 2.27471
C: -2.27459 6.08449 2.68197
C: -2.28033 7.01281 1.46610
C: -3.11322 6.51605 0.27863
N: -2.87903 5.05848 0.02050
O: -1.81247 4.88337 -0.68378
C: -4.60954 6.79428 0.50653
C: -2.72444 7.31089 -0.96252
C: -2.45030 2.74753 0.71584
H: -4.31144 3.08082 2.43050
H: -4.65895 4.78141 2.34851
H: -5.02881 3.75014 0.96526
H: -0.92275 4.59784 1.91646
H: -2.01979 3.98546 3.14210
H: -3.23247 6.13420 3.20566
H: -1.52549 6.43298 3.39465
H: -2.64836 7.99815 1.75640
H: -1.24631 7.15305 1.13679
H: -5.20596 6.35280 -0.29264
H: -4.78744 7.86885 0.49692
H: -4.99064 6.43000 1.45684
H: -1.65394 7.28191 -1.15082
H: -3.01019 8.35184 -0.81679
H: -3.23840 6.93566 -1.84774
H: -3.10846 2.37387 -0.07069
H: -2.49907 2.04991 1.55405
H: -1.42980 2.74034 0.33533

=====

DFT (ωB97M-V with the def2-TZVPD basis set) results for a cluster of 5 separate species, C34H69NO17 in total.

Computed properties:
Total energy ... -2670.1315 Eh
HOMO energy ... -8.838 eV
SMILES ... CNCC1=C(CCOC(C)=O)C(=O)OC1=O.COCCOCCOC.COCCOCCOC.COCCOCCOC.COCCOCCOC
LUMO ... -1.37 eV
Max |F| ... 8.92 eV/Å

Cartesian coordinates (Å):
C: 3.62243 -3.81858 -4.77446
N: 2.75674 -2.61829 -4.51571
C: 2.67866 -1.82878 -5.73514
C: 3.02418 -0.24355 -5.80826
C: 2.00425 0.84872 -5.88151
C: 0.39147 0.90965 -5.75661
C: 0.04847 -0.05256 -4.42990
O: -1.35198 0.22297 -3.96841
C: -2.21388 -0.87413 -4.47800
C: -2.88692 -0.90111 -5.98332
O: -2.50511 -1.93015 -3.68014
C: 2.93635 2.06283 -6.38954
O: 2.51159 2.86098 -7.33592
O: 4.40919 1.94844 -6.37862
C: 4.38135 0.62778 -5.73142
O: 5.17916 0.34796 -4.73106
H: 3.90246 -4.38110 -3.76524
H: 3.13369 -4.65909 -5.46221
H: 4.66504 -3.58998 -5.30084
H: 3.08222 -2.02396 -3.73124
H: 3.44412 -2.32928 -6.51825
H: 1.64050 -1.95461 -6.29452
H: -0.28226 0.68666 -6.66994
H: 0.14350 1.98784 -5.33010
H: 0.70820 0.28185 -3.48908
H: 0.24048 -1.18889 -4.60204
H: -3.56486 0.03842 -6.19248
H: -3.58979 -1.85780 -6.10147
H: -2.06414 -0.94954 -6.83537
C: 0.71252 -0.17406 -0.09152
O: -0.69379 0.04174 -0.10074
C: -1.41348 -0.93991 -0.83905
C: -2.67330 -1.38718 -0.09425
O: -2.44437 -2.13906 1.10688
C: -1.83710 -1.44336 2.20436
C: -2.69108 -0.33684 2.83483
O: -2.84259 0.76626 1.94210
C: -4.16185 1.28334 1.89443
H: 1.15943 0.25278 -0.98459
H: 1.12075 0.33230 0.79124
H: 0.96352 -1.23591 -0.00348
H: -0.79827 -1.81877 -1.05460
H: -1.70292 -0.48238 -1.79122
H: -3.23156 -2.05908 -0.75432
H: -3.34464 -0.54899 0.10126
H: -0.84822 -1.08126 1.92916
H: -1.66911 -2.20635 2.97342
H: -2.19185 0.03550 3.73385
H: -3.66522 -0.75443 3.12825
H: -4.91354 0.48303 1.92872
H: -4.28025 1.80857 0.94321
H: -4.31834 1.98657 2.71040
C: -4.38357 7.40551 7.35725
O: -5.40621 6.96378 6.47213
C: -6.07028 8.02678 5.79706
C: -6.28024 7.70375 4.31602
O: -5.08569 7.65076 3.52187
C: -4.16680 6.58484 3.79884
C: -4.67489 5.17628 3.46879
O: -5.72371 4.78802 4.35535
C: -6.80937 4.14686 3.70703
H: -4.81372 7.67079 8.31854
H: -3.68156 6.57456 7.49522
H: -3.81718 8.24534 6.94234
H: -5.51915 8.96845 5.87983
H: -7.04583 8.15733 6.27768
H: -6.88214 8.50780 3.88012
H: -6.86959 6.79486 4.18154
H: -3.79930 6.65097 4.82124
H: -3.29775 6.77825 3.15919
H: -3.85799 4.46000 3.59421
H: -5.00264 5.14649 2.41944
H: -7.03790 4.61367 2.73926
H: -7.69062 4.25680 4.34423
H: -6.59522 3.08763 3.57661
C: 3.63935 -7.79958 0.34417
O: 2.61671 -8.24131 -0.54095
C: 1.95264 -7.17830 -1.21602
C: 1.74268 -7.50134 -2.69706
O: 2.93723 -7.55432 -3.49121
C: 3.85611 -8.62024 -3.21424
C: 3.34803 -10.02880 -3.54429
O: 2.29921 -10.41706 -2.65773
C: 1.21354 -11.05823 -3.30606
H: 3.20920 -7.53429 1.30546
H: 4.34136 -8.63052 0.48214
H: 4.20574 -6.95974 -0.07074
H: 2.50377 -6.23664 -1.13325
H: 0.97709 -7.04775 -0.73540
H: 1.14077 -6.69728 -3.13296
H: 1.15333 -8.41023 -2.83154
H: 4.22362 -8.55411 -2.19184
H: 4.72516 -8.42683 -3.85389
H: 4.16493 -10.74508 -3.41887
H: 3.02028 -10.05859 -4.59364
H: 0.98502 -10.59141 -4.27382
H: 0.33230 -10.94829 -2.66885
H: 1.42770 -12.11745 -3.43647
C: 5.67837 3.25337 1.72074
O: 4.82548 3.13194 2.85309
C: 5.03131 4.14708 3.82972
C: 3.70254 4.68989 4.36043
O: 2.92546 5.44467 3.41868
C: 2.38139 4.72830 2.30151
C: 1.30505 3.69198 2.64600
O: 1.86462 2.58677 3.35462
C: 1.07867 2.15832 4.45407
H: 6.63565 2.78281 1.92489
H: 5.19521 2.73562 0.88361
H: 5.81682 4.29738 1.42217
H: 5.62124 4.97914 3.43350
H: 5.58961 3.69413 4.65608
H: 3.92688 5.38653 5.17477
H: 3.09685 3.90182 4.81163
H: 3.17763 4.29638 1.69804
H: 1.91189 5.49104 1.66937
H: 0.87105 3.30212 1.72093
H: 0.50618 4.17858 3.22434
H: 0.64078 3.00754 4.99608
H: 1.73580 1.62642 5.14688
H: 0.29729 1.48080 4.11461

=====

DFT (ωB97M-V with the def2-TZVPD basis set) results for a cluster of 6 separate species, C34H70Br2N6O9 in total.

Computed properties:
Energy above the lowest of the compared OMol25 structures with the same formula, charge and spin ... 0.000 eV
Total energy ... -7491.2424 Eh
HOMO energy ... -8.531 eV
SMILES ... CCCCCC[C@@](OC)(OCC)[C@@H](CCOC(=O)CC)N/C(Br)=C(/C)Br.CNC(C)=O.CNC(C)=O.CNC(C)=O.CNC(C)=O.CNC(C)=O
LUMO ... 0.44 eV
Max |F| ... 1.45 eV/Å

Cartesian coordinates (Å):
C: -2.94395 4.48660 -0.57643
C: -3.74870 4.21642 0.70464
C: -4.81091 3.10943 0.60620
C: -4.48376 1.92158 -0.29426
C: -3.65056 0.88187 0.45814
C: -2.85943 -0.09478 -0.44672
C: -3.13648 -1.59714 -0.39246
O: -3.52961 -2.10568 0.86238
C: -2.77773 -1.78763 2.00938
O: -4.17177 -2.02221 -1.25666
C: -5.32853 -1.24196 -1.39638
C: -6.28167 -1.23356 -0.20274
C: -1.94680 -2.41984 -0.99502
C: -1.69620 -2.13969 -2.47186
C: -0.98247 -0.86129 -2.90883
O: -1.91211 -0.06151 -3.69105
C: -1.32113 0.86887 -4.48284
O: -0.43643 0.61760 -5.28100
C: -1.88629 2.25273 -4.28884
C: -1.17254 2.87074 -3.07652
N: -0.75897 -2.62106 -0.17544
C: 0.27937 -1.72247 -0.04921
Br: 0.27155 -0.37622 1.38057
C: 1.41040 -1.70127 -0.78702
C: 2.54351 -0.72470 -0.66262
Br: 1.70980 -3.01567 -2.12839
H: -2.69680 5.53901 -0.67895
H: -3.51149 4.21407 -1.46379
H: -2.03242 3.89418 -0.56237
H: -3.05467 4.05487 1.52674
H: -4.27553 5.14021 0.94664
H: -5.78174 3.54339 0.37809
H: -4.91747 2.69678 1.61293
H: -5.44058 1.45301 -0.53603
H: -4.03703 2.17926 -1.25213
H: -4.24447 0.39272 1.22278
H: -2.91782 1.45840 1.02145
H: -3.06373 0.19871 -1.47784
H: -1.80159 0.11309 -0.32270
H: -3.42545 -1.95193 2.86738
H: -1.92051 -2.44465 2.15588
H: -2.42077 -0.76338 2.06271
H: -5.89295 -1.71724 -2.20007
H: -5.15224 -0.23543 -1.77956
H: -5.78693 -1.03529 0.74065
H: -6.72869 -2.22291 -0.13239
H: -7.07608 -0.51599 -0.39633
H: -2.40803 -3.40812 -1.01973
H: -1.09890 -2.97479 -2.82982
H: -2.62052 -2.19941 -3.03386
H: -0.15455 -1.12334 -3.55691
H: -0.60106 -0.24113 -2.10232
H: -2.93706 2.11962 -4.03476
H: -1.76302 2.82601 -5.19814
H: -1.50206 3.89373 -2.93052
H: -0.09819 2.83668 -3.24215
H: -1.39235 2.29624 -2.17938
H: -0.83972 -3.32408 0.53561
H: 3.02919 -0.84302 0.30075
H: 3.25722 -0.84685 -1.46746
H: 2.15559 0.28929 -0.72583
C: 5.22453 1.19775 4.98708
N: 5.28279 1.28717 3.54038
C: 4.25644 1.32460 2.65532
C: 2.85278 1.26040 3.21132
O: 4.46848 1.40648 1.45379
H: 5.72094 2.07024 5.41334
H: 5.74828 0.30189 5.32381
H: 4.19848 1.15914 5.33804
H: 6.19248 1.33284 3.10830
H: 2.15816 1.29811 2.37767
H: 2.69720 0.32783 3.75485
H: 2.66095 2.10491 3.87525
C: 5.65387 6.54098 4.62004
N: 6.22916 5.26009 4.98595
C: 7.27248 4.60912 4.40731
C: 7.94302 5.27722 3.23152
O: 7.64082 3.52503 4.83164
H: 5.72183 7.23257 5.46144
H: 4.60148 6.41489 4.36083
H: 6.17338 6.97065 3.77119
H: 5.82747 4.76303 5.76461
H: 8.74809 4.63757 2.88497
H: 7.23368 5.42181 2.41602
H: 8.36074 6.24139 3.52341
C: -4.38875 2.97954 6.22579
N: -3.52598 2.61947 5.11586
C: -3.57899 1.51141 4.33077
C: -4.66856 0.50905 4.62678
O: -2.77281 1.35982 3.42528
H: -4.88176 3.93090 6.01946
H: -3.79688 3.08817 7.13607
H: -5.14640 2.22175 6.38996
H: -2.78069 3.25042 4.86749
H: -4.58990 -0.30910 3.92078
H: -4.56341 0.11278 5.63732
H: -5.65172 0.96923 4.51973
C: 3.47525 -7.23504 -3.20883
N: 3.09414 -6.41072 -2.07469
C: 3.28503 -6.65072 -0.75283
C: 3.98653 -7.93682 -0.37830
O: 2.90268 -5.85724 0.09359
H: 4.14807 -6.67903 -3.86199
H: 2.58998 -7.50403 -3.78577
H: 3.97063 -8.14215 -2.87917
H: 2.62527 -5.53950 -2.26688
H: 4.06311 -7.98439 0.70336
H: 3.42083 -8.80048 -0.72952
H: 4.99014 -7.96616 -0.80383
C: 0.69178 -2.03761 -6.22195
N: 1.28823 -3.32272 -5.88350
C: 2.30256 -3.98993 -6.48088
C: 2.93733 -3.34731 -7.69098
O: 2.68295 -5.06910 -6.04454
H: 0.79508 -1.36337 -5.38225
H: -0.37117 -2.17356 -6.42812
H: 1.16556 -1.59219 -7.08990
H: 0.91079 -3.80842 -5.08496
H: 3.72849 -3.99688 -8.05187
H: 2.20194 -3.21307 -8.48482
H: 3.36697 -2.37964 -7.43034